A molecular structure, C24H69N6O9PbZn in a non-equilibrium geometry, computed with ωB97M-V with the def2-TZVPD basis set.

Geometry (Å):
Pb: -1.79 1.97 -1.95
Zn: 1.04 1.76 -0.73
O: -0.37 0.38 -0.68
H: -0.90 -0.25 -0.18
O: -0.37 3.10 -0.29
H: -0.84 3.90 -0.05
O: 0.67 1.94 -2.67
H: 1.18 1.87 -3.47
C: 0.59 2.76 3.37
C: 1.71 2.83 2.32
C: 3.05 2.90 3.01
O: 3.31 1.64 3.61
C: 4.32 1.70 4.61
N: 1.61 1.55 1.55
H: -0.31 2.91 2.77
H: 0.60 3.55 4.13
H: 0.63 1.78 3.85
H: 1.63 3.70 1.68
H: 3.03 3.66 3.80
H: 3.84 3.14 2.30
H: 5.16 2.33 4.28
H: 4.66 0.69 4.79
H: 3.93 2.14 5.54
H: 2.22 0.88 2.02
H: 0.68 1.24 1.80
C: 2.54 -1.85 2.53
C: 1.86 -1.56 3.87
C: 0.37 -1.69 3.79
O: -0.16 -0.53 3.16
C: -1.57 -0.49 3.12
N: 2.37 -2.48 4.89
H: 3.58 -1.53 2.52
H: 1.98 -1.28 1.78
H: 2.42 -2.89 2.23
H: 2.06 -0.50 4.07
H: -0.09 -1.76 4.79
H: 0.02 -2.60 3.28
H: -1.80 0.41 2.55
H: -1.98 -0.32 4.13
H: -2.03 -1.40 2.70
H: 1.89 -2.27 5.77
H: 3.34 -2.28 5.11
C: 5.27 0.76 -1.19
C: 3.99 1.36 -0.58
C: 3.76 2.73 -1.27
O: 2.61 3.39 -0.76
C: 2.81 4.80 -0.61
N: 2.78 0.60 -0.91
H: 5.00 0.46 -2.21
H: 5.48 -0.19 -0.70
H: 6.07 1.48 -1.28
H: 4.12 1.55 0.48
H: 3.56 2.46 -2.32
H: 4.63 3.38 -1.30
H: 1.96 5.17 -0.06
H: 2.98 5.31 -1.56
H: 3.70 5.01 0.02
H: 2.71 -0.31 -0.45
H: 2.82 0.28 -1.88
C: -0.04 -1.19 -5.45
C: -1.21 -0.25 -5.13
C: -2.47 -0.85 -5.69
O: -3.56 -0.03 -5.48
C: -4.77 -0.68 -5.73
N: -1.38 -0.03 -3.67
H: -0.31 -2.25 -5.37
H: 0.81 -1.01 -4.79
H: 0.39 -0.94 -6.42
H: -1.04 0.70 -5.66
H: -2.65 -1.85 -5.26
H: -2.34 -0.99 -6.78
H: -4.90 -0.97 -6.79
H: -5.59 -0.02 -5.46
H: -4.85 -1.61 -5.15
H: -0.43 0.11 -3.29
H: -1.73 -0.90 -3.28
C: -0.75 -3.65 -1.76
C: -0.71 -3.50 -0.26
C: -0.30 -4.73 0.49
O: -1.00 -5.89 0.12
C: -2.38 -5.80 0.30
N: 0.25 -2.43 0.08
H: -1.48 -4.40 -2.05
H: 0.24 -3.95 -2.13
H: -0.98 -2.69 -2.22
H: -1.70 -3.11 0.05
H: -0.37 -4.60 1.58
H: 0.75 -4.91 0.25
H: -2.63 -5.25 1.23
H: -2.80 -6.79 0.47
H: -2.92 -5.29 -0.50
H: 0.42 -2.31 1.07
H: -0.06 -1.50 -0.20
C: -4.00 1.96 2.13
C: -3.47 1.66 0.73
C: -4.12 0.45 0.11
O: -3.45 0.20 -1.11
C: -3.71 -1.10 -1.65
N: -3.75 2.83 -0.18
H: -4.20 1.10 2.77
H: -4.89 2.59 2.14
H: -3.27 2.57 2.69
H: -2.40 1.44 0.81
H: -5.19 0.69 -0.06
H: -4.02 -0.41 0.78
H: -2.96 -1.28 -2.43
H: -4.67 -1.15 -2.17
H: -3.49 -1.85 -0.89
H: -3.43 3.66 0.32
H: -4.76 2.92 -0.22

Values from the calculation:
Frontier orbital gap: 0.3422 hartree
Multiplicity: 1
Total charge: +1
LUMO level: -0.0638 hartree
Highest occupied orbital energy: -11.0 eV

Löwdin population analysis, charges in e, atoms 1 to 99: Pb 1.536; Zn 0.467; O -0.412; H -0.038; O -0.444; H -0.029; O -0.448; H -0.022; C -0.034; C -0.365; C -0.207; O -0.227; C -0.075; N 0.076; H 0.075; H 0.087; H 0.072; H 0.111; H 0.133; H 0.125; H 0.093; H 0.086; H 0.096; H 0.062; H 0.050; C -0.052; C -0.441; C -0.196; O -0.221; C -0.090; N 0.051; H 0.082; H 0.042; H 0.086; H 0.124; H 0.133; H 0.123; H 0.059; H 0.103; H 0.095; H 0.076; H 0.075; C -0.035; C -0.380; C -0.184; O -0.248; C -0.065; N 0.028; H 0.083; H 0.084; H 0.084; H 0.129; H 0.131; H 0.130; H 0.086; H 0.101; H 0.097; H 0.105; H 0.108; C -0.047; C -0.385; C -0.253; O -0.173; C -0.112; N -0.029; H 0.082; H 0.075; H 0.085; H 0.148; H 0.130; H 0.143; H 0.095; H 0.090; H 0.087; H 0.025; H 0.029; C -0.038; C -0.450; C -0.209; O -0.163; C -0.128; N 0.070; H 0.079; H 0.095; H 0.054; H 0.118; H 0.126; H 0.138; H 0.094; H 0.093; H 0.079; H 0.028; H 0.014; C -0.056; C -0.451; C -0.193; O -0.345; C -0.050; N -0.019